13
Properties=species:S:1:pos:R:3:mulliken_charge:R:1 method="wB97M-V/def2-TZVPD" lumo_ev=1.08 e_above_lowest_ev=1.3640 total_energy_ha=-801.7012 smiles="C=CC(P)P"
C -2.0712 0.5768 -0.2846 -0.81
H 1.9966 0.7568 1.3651 0.05
H 0.2772 -2.5147 -0.4699 0.03
H -3.0751 0.5700 0.0458 0.31
C -0.9532 0.3220 0.4087 -0.13
H -2.0404 0.4487 -1.3233 0.22
P 1.1783 -1.6412 0.0315 -0.05
H 2.8322 0.8855 -0.6004 0.06
H 0.0129 0.1190 -1.4614 0.38
P 1.7096 1.3599 0.0744 -0.05
C 0.4598 0.0010 -0.4301 -0.38
H 0.5197 -1.6211 1.2408 0.03
H -0.8464 0.7375 1.4033 0.36

---

13
Properties=species:S:1:pos:R:3:mulliken_spin:R:1 method="wB97M-V/def2-TZVPD" spin_multiplicity=3 lumo_ev="1.00 / -2.58" e_above_lowest_ev=2.8164 s2=2.009 total_energy_ha=-801.5569
H -0.8681 -2.5901 -0.5423 0.00
H 0.9389 -0.0869 1.5758 0.00
C 1.1381 0.1069 0.5281 0.85
P -1.3915 -1.4121 0.0889 0.02
H -0.8844 -1.3031 1.3377 0.00
H -0.5682 2.0391 -1.0448 0.00
P 2.5918 -0.0846 -0.1860 1.10
H -0.9474 1.5629 0.5481 -0.02
C -0.9791 1.3086 -0.4370 0.01
H -2.0853 1.2583 -0.6600 0.01
H 3.4022 -0.3373 0.9855 0.01
C -0.3813 -0.0888 -0.5896 0.03
H 0.0344 -0.3729 -1.6044 0.00

---

12
Properties=species:S:1:pos:R:3:mulliken_charge:R:1 method="wB97M-V/def2-TZVPD" lumo_ev=1.07 e_above_lowest_ev=1.1169 total_energy_ha=-517.2395 smiles=CCSC
C 0.2959 -1.3845 0.9368 -0.87
H -0.4013 -1.7037 1.7473 0.30
H 0.9667 -2.2299 0.8206 0.34
C 0.5758 1.8319 0.3488 -1.09
H -0.8219 1.5937 -1.3438 0.28
H -1.4701 0.9912 0.3559 0.25
H 0.8269 1.2719 1.2633 0.30
H 0.9704 -0.7520 1.4394 0.24
S -0.2220 -0.8113 -0.6353 -0.09
H 0.1320 2.8180 0.4639 0.32
C -0.5389 1.0351 -0.3513 -0.35
H 1.3517 2.0962 -0.1866 0.37

---

12
Properties=species:S:1:pos:R:3:mulliken_charge:R:1 method="wB97M-V/def2-TZVPD" lumo_ev=0.94 e_above_lowest_ev=1.5539 total_energy_ha=-517.2235 smiles="C=C.CS"
C 1.5918 -0.1371 -1.4049 -0.72
H -1.7629 2.5749 0.4173 0.24
S 0.5710 -1.2352 -0.3238 -0.20
H -0.2829 -1.6515 -1.2645 0.11
H 2.5052 0.0982 -0.8835 0.26
H 2.0711 -0.6831 -2.2954 0.28
H -0.5940 1.9212 2.3721 0.20
C -1.8372 1.5440 0.6563 -0.45
C -1.2369 1.2109 1.8011 -0.48
H -1.1249 0.1970 2.1227 0.25
H 1.0900 0.8376 -1.6353 0.25
H -2.1436 0.7627 0.0329 0.26

---

13
Properties=species:S:1:pos:R:3:mulliken_spin:R:1 method="wB97M-V/def2-TZVPD" spin_multiplicity=2 charge=-1 lumo_ev="3.36 / 1.85" e_above_lowest_ev=1.6406 s2=0.753 total_energy_ha=-915.4235
H 0.7207 1.9738 1.0333 0.03
H 2.5354 2.2497 0.8064 0.03
H 0.0636 -1.9050 -1.3655 0.00
H 1.9155 1.2982 2.1624 0.01
C -1.8367 -0.8262 -0.6728 0.01
H -0.0663 -1.4928 0.1497 0.00
C 1.7235 1.5478 1.0817 -0.05
H 0.1253 -0.1679 -0.9920 0.00
H -2.4155 -1.5672 -0.1766 0.00
H -2.3410 -0.6987 -1.6607 0.00
S -2.1536 0.6945 0.2501 0.01
S 2.1114 0.0253 0.1908 0.92
C -0.3824 -1.1314 -0.8067 0.04

---

13
Properties=species:S:1:pos:R:3:mulliken_charge:R:1 method="wB97M-V/def2-TZVPD" lumo_ev=-3.58 e_above_lowest_ev=4.8696 total_energy_ha=-915.2980
S -0.6926 -0.1363 -1.6720 -0.19
H 1.6690 0.4298 -0.9110 0.26
S 1.5295 1.2977 1.3291 -0.12
C -1.4754 -1.0527 -0.3400 -0.27
H 2.3930 2.0272 -0.7191 0.37
H 0.6298 1.8772 -0.8000 0.32
H -0.3411 0.2505 0.9548 0.08
H -1.6838 -2.0734 -0.6513 0.34
H 0.3840 -1.3537 0.7085 0.40
C 1.5428 1.4074 -0.4080 -0.79
H -0.9611 -1.1889 1.7648 0.39
C -0.5487 -0.8327 0.8270 -1.03
H -2.4453 -0.6519 -0.0826 0.26